The following is a DFT calculation (ωB97M-V/def2-TZVPD) of a molecular structure, C41H61F4N3O2PSi4Sn.

## Properties
HOMO-LUMO gap ... 0.204 hartree
DFT total energy ... -109567.6740 eV
Total charge ... +1

Last column: Mulliken charge in e.
Cartesian coordinates (Å):
Sn  -0.260  0.114  -0.152  -0.2994
C  3.431  1.594  1.157  -1.1856
N  2.623  0.487  0.653  1.1300
C  3.341  -0.160  -0.437  -0.7991
C  2.288  -0.442  1.721  -0.5425
C  1.213  0.038  2.695  -1.1727
N  -0.077  0.393  2.076  1.1455
C  -0.997  0.972  2.906  0.4548
C  -2.083  1.672  2.364  -0.8555
F  -2.122  1.772  1.016  0.5194
C  -3.057  2.306  3.097  -0.2236
F  -4.027  2.964  2.446  -0.3040
C  -3.027  2.290  4.478  -0.8773
C  -1.961  1.631  5.054  0.2225
F  -1.856  1.587  6.388  -0.3312
C  -0.977  0.999  4.311  0.2856
F  -0.001  0.364  4.998  -0.4119
H  4.440  1.250  1.426  0.4266
H  2.979  2.039  2.035  0.3256
H  3.519  2.365  0.398  0.1314
H  4.318  -0.551  -0.120  0.3687
H  3.511  0.563  -1.237  0.4272
H  2.746  -0.981  -0.843  -0.2613
H  3.183  -0.702  2.303  0.7833
H  1.928  -1.362  1.252  -1.4098
H  1.605  0.889  3.265  0.5729
H  1.094  -0.775  3.414  0.3026
H  -3.782  2.779  5.073  0.5643
O  -1.354  -0.257  -3.434  -0.7218
N  -0.500  0.681  -2.930  0.7313
C  0.129  1.330  -3.816  -2.0123
C  1.145  2.328  -3.468  0.9920
C  2.098  2.547  -4.460  -1.0862
C  3.182  3.383  -4.255  -0.8058
C  3.330  3.999  -3.028  -0.9447
C  2.376  3.809  -2.039  -1.1025
C  1.247  3.016  -2.238  1.0869
P  0.032  2.858  -0.855  1.6757
C  0.541  4.098  0.379  -0.9247
C  0.664  3.714  1.707  0.4561
C  0.980  4.649  2.687  -1.1812
C  1.177  5.973  2.336  -0.7866
C  1.022  6.372  1.012  -0.8308
C  0.693  5.445  0.041  0.1070
C  -1.520  3.656  -1.429  0.8805
C  -2.375  4.161  -0.447  -0.4795
C  -3.582  4.740  -0.796  -0.6795
C  -3.953  4.830  -2.130  -0.8472
C  -3.114  4.328  -3.111  -0.7130
C  -1.907  3.737  -2.763  -0.6168
H  -1.807  -0.556  -2.616  -0.0495
H  -0.041  1.116  -4.871  0.4307
H  1.991  2.033  -5.407  0.4892
H  3.910  3.533  -5.041  0.4250
H  4.182  4.637  -2.836  0.4693
H  2.528  4.294  -1.085  0.4641
H  0.506  2.681  1.966  0.6445
H  1.065  4.340  3.721  0.5172
H  1.439  6.701  3.091  0.4521
H  1.145  7.412  0.742  0.4687
H  0.541  5.768  -0.983  0.5537
H  -2.100  4.102  0.598  0.3489
H  -4.233  5.125  -0.022  0.4769
H  -4.894  5.287  -2.403  0.3971
H  -3.394  4.399  -4.153  0.4734
H  -1.275  3.349  -3.543  0.2817
C  -4.029  0.860  -1.307  -1.4390
C  -3.526  -0.332  -0.499  1.3719
C  -4.383  -1.559  -0.773  -1.6923
O  -2.147  -0.635  -0.780  0.5085
H  -5.076  1.059  -1.072  0.5921
H  -3.952  0.663  -2.378  0.3398
H  -3.455  1.755  -1.079  0.0605
H  -3.628  -0.085  0.558  -0.1933
H  -4.446  -1.759  -1.845  0.4465
H  -5.393  -1.391  -0.398  0.4065
H  -3.975  -2.435  -0.277  0.1792
C  0.594  -2.804  -3.331  -0.5312
Si  -0.238  -3.888  -2.066  0.6543
C  0.227  -5.702  -2.224  -1.1689
C  -2.085  -3.697  -2.106  -0.4490
Si  0.550  -3.426  0.118  0.3968
Si  2.845  -4.016  0.302  0.8837
C  3.659  -3.828  -1.371  -1.1411
C  3.925  -3.241  1.615  -1.0530
C  2.631  -5.831  0.745  -1.2683
Si  -0.727  -3.751  2.085  0.8594
C  -0.955  -5.612  1.964  -1.1718
C  -2.359  -2.866  2.010  -0.6063
C  0.262  -3.287  3.598  -0.8525
H  0.411  -3.218  -4.326  0.4938
H  1.672  -2.729  -3.190  0.2685
H  0.164  -1.802  -3.300  -0.0865
H  -0.181  -6.092  -3.160  0.4501
H  -0.203  -6.293  -1.412  0.3063
H  1.304  -5.872  -2.235  0.2832
H  -2.461  -3.917  -3.109  0.5353
H  -2.357  -2.671  -1.854  -0.5109
H  -2.583  -4.368  -1.404  0.4307
H  3.661  -2.789  -1.703  0.3030
H  3.160  -4.424  -2.135  0.2687
H  4.698  -4.160  -1.316  0.4540
H  4.279  -2.253  1.329  0.2100
H  4.796  -3.886  1.749  0.5231
H  3.423  -3.155  2.579  0.3079
H  1.926  -6.354  0.097  0.3190
H  2.290  -5.942  1.776  0.2978
H  3.596  -6.337  0.658  0.4532
H  -1.483  -5.891  1.050  0.2919
H  -1.553  -5.959  2.810  0.4445
H  -0.008  -6.151  1.987  0.2864
H  -3.012  -3.334  1.274  0.1789
H  -2.235  -1.817  1.737  -0.1009
H  -2.856  -2.911  2.982  0.5594
H  1.332  -3.444  3.464  0.1647
H  -0.061  -3.892  4.448  0.5583
H  0.097  -2.242  3.856  0.1505